Entry 1:
Here is the ion C8H11BrNS with charge +1 in a non-equilibrium geometry from the OMol25 dataset. Energies are from wB97M-V/def2-TZVPD.

```
22
C8H11BrNS, DFT wB97M-V/def2-TZVPD
C 2.13 0.04 -1.18
C 2.32 0.56 0.29
C 1.27 -0.09 1.34
Br 1.83 -1.95 1.65
C -0.15 0.03 0.67
C -0.54 1.39 0.23
C -1.83 1.60 -0.44
C -2.70 0.43 -0.65
C -2.23 -0.87 -0.17
S -3.26 -2.34 -0.43
N -0.99 -1.03 0.46
H 2.16 -1.08 -1.19
H 1.17 0.37 -1.67
H 2.96 0.50 -1.79
H 2.23 1.67 0.40
H 3.33 0.21 0.63
H 1.29 0.47 2.31
H 0.16 2.24 0.42
H -2.09 2.63 -0.78
H -3.68 0.50 -1.18
H -2.60 -3.30 0.31
H -0.74 -1.97 0.77
```

Summary:
HOMO level	-0.4833	Ha
calculated total energy	-3338.1182	hartree
ΔE to the lowest compared entry with this formula, charge and spin	28.9	kcal/mol
LUMO level	-4.58	eV
charge	+1

=====

Entry 2:
Here is a structure of composition C8H11ClCrF9ORh in a non-equilibrium geometry from the OMol25 dataset. Energies are from wB97M-V/def2-TZVPD.

```
32
C8H11ClCrF9ORh, DFT wB97M-V/def2-TZVPD
Rh 0.00 0.00 0.00
Cl -0.64 0.54 -1.81
C 1.43 -1.27 -0.49
H 1.59 -2.03 0.30
H 2.41 -0.76 -0.65
H 1.19 -1.82 -1.43
Cr -0.15 2.47 -1.19
C -1.86 3.58 -0.79
C 1.15 3.55 -2.38
C 0.68 1.65 0.41
H 2.10 3.70 -1.84
H 1.35 3.01 -3.33
H 0.70 4.54 -2.61
H -1.93 3.75 0.31
H -1.79 4.57 -1.30
H -2.77 3.05 -1.14
H 1.79 1.69 0.53
H 0.16 2.10 1.29
F -0.22 -1.99 3.67
C -1.12 -2.71 2.90
F -1.45 -3.87 3.59
F -2.27 -1.95 2.77
C -0.51 -3.03 1.51
O -0.30 -1.77 0.88
C 0.79 -3.88 1.70
F 0.52 -5.04 2.40
F 1.33 -4.27 0.48
F 1.75 -3.17 2.41
C -1.53 -3.81 0.64
F -1.85 -5.03 1.20
F -2.69 -3.08 0.48
F -1.00 -4.04 -0.63
```

Summary:
HOMO level (spin up / spin down)	0.0670 / -0.0428	Ha
calculated total energy	-2900.2995	hartree
ΔE to the lowest compared entry with this formula, charge and spin	49.1	kcal/mol
LUMO level (spin up / spin down)	5.22 / 5.18	eV
spin multiplicity	9
charge	-2

=====

Entry 3:
Here is the molecule C8H11ClN2O3S in a non-equilibrium geometry from the OMol25 dataset. Energies are from wB97M-V/def2-TZVPD.

```
26
C8H11ClN2O3S, DFT wB97M-V/def2-TZVPD
C -1.35 3.27 -0.31
C -0.03 3.06 -0.19
C -2.28 2.21 -0.37
C 0.66 1.72 -0.10
C 1.20 -1.01 -0.94
C -2.11 1.03 0.25
C 1.46 -2.47 -1.02
C 0.55 -1.48 1.52
N 0.21 0.65 0.44
N 0.81 -0.55 0.29
O 1.34 -0.32 -1.91
O -2.34 -1.51 -0.21
O -3.43 0.07 -1.69
S -3.08 -0.33 -0.41
Cl -4.77 -0.53 0.69
H -1.60 4.19 -0.80
H 0.64 3.96 0.02
H -3.19 2.32 -0.97
H 1.52 1.63 -0.82
H -1.44 0.94 1.08
H 1.64 -2.90 -2.09
H 0.55 -2.91 -0.68
H 2.25 -2.71 -0.23
H 0.02 -2.41 1.32
H 1.50 -1.81 1.88
H 0.01 -0.83 2.16
```

Summary:
HOMO level	-0.3273	Ha
calculated total energy	-1504.8968	hartree
SMILES	CC(=O)N(C)/N=C/C=C\C=C\S(=O)(=O)Cl
ΔE to the lowest compared entry with this formula, charge and spin	40.3	kcal/mol
LUMO level	-0.31	eV

=====

Entry 4:
Here is a cluster of 3 separate species, C8H11FN2O4 in total in a non-equilibrium geometry from the OMol25 dataset. Energies are from wB97M-V/def2-TZVPD.

```
26
C8H11FN2O4, DFT wB97M-V/def2-TZVPD
C -4.25 2.41 -0.51
N -4.77 2.33 0.91
O -5.93 2.08 0.98
O -4.00 2.46 1.84
H -3.61 3.29 -0.50
H -4.94 2.33 -1.35
H -3.65 1.50 -0.63
C 2.37 3.04 2.31
N 3.81 3.43 2.10
O 4.52 3.61 3.06
O 4.25 3.47 1.01
H 2.30 2.22 1.59
H 1.69 3.84 2.05
H 2.20 2.67 3.32
F -1.74 -3.67 -2.25
C -0.41 -3.57 -1.94
C 0.42 -2.59 -2.53
C 1.71 -2.30 -1.97
C 2.11 -2.94 -0.82
C 1.23 -3.76 -0.09
C -0.02 -4.04 -0.70
H 0.16 -2.17 -3.50
H 2.45 -1.66 -2.44
H 3.15 -2.92 -0.54
H 1.57 -4.24 0.82
H -0.62 -4.81 -0.24
```

Summary:
HOMO level	-0.3502	Ha
calculated total energy	-821.5358	hartree
SMILES	C[N+](=O)[O-].C[N+](=O)[O-].Fc1ccccc1
ΔE to the lowest compared entry with this formula, charge and spin	27.5	kcal/mol
LUMO level	0.25	eV

=====

Entry 5:
Here is the molecule C8H11FN2OS in a non-equilibrium geometry from the OMol25 dataset. Energies are from wB97M-V/def2-TZVPD.

```
24
C8H11FN2OS, DFT wB97M-V/def2-TZVPD
C 3.47 0.99 -0.21
C 3.24 -0.38 -0.38
C 1.17 0.22 0.52
C -1.34 0.55 -0.33
C 4.17 -1.43 -0.73
C -3.69 0.87 -0.88
C -2.99 -0.57 1.01
C -0.17 0.06 0.98
N 1.99 -0.75 0.12
N -2.62 0.21 -0.16
O -0.88 1.21 -1.21
F -0.71 0.91 1.90
S 2.07 1.76 0.57
H 4.28 1.65 -0.61
H 5.09 -1.13 -1.16
H 4.50 -1.91 0.14
H 3.92 -2.33 -1.39
H -4.47 1.39 -0.36
H -3.28 1.60 -1.53
H -4.30 0.25 -1.54
H -2.03 -1.03 1.53
H -3.42 0.07 1.78
H -3.73 -1.24 0.67
H -0.29 -0.97 1.28
```

Summary:
HOMO level	-0.3186	Ha
calculated total energy	-994.1689	hartree
SMILES	Cc1csc([C@@H](F)C(=O)N(C)C)n1
ΔE to the lowest compared entry with this formula, charge and spin	18.6	kcal/mol
LUMO level	0.59	eV

=====

Entry 6:
Here is a cluster of 2 separate species, C8H11I2NO4 in total in a non-equilibrium geometry from the OMol25 dataset. Energies are from wB97M-V/def2-TZVPD.

```
26
C8H11I2NO4, DFT wB97M-V/def2-TZVPD
C 1.89 0.29 -0.66
C 1.19 -0.71 0.00
C -1.19 -1.27 -0.91
C -3.19 0.70 -0.17
C 0.34 -1.56 -0.94
C 1.14 -1.02 1.41
C -3.12 -0.72 0.34
C 2.64 1.33 -0.04
N 3.20 2.35 -0.89
O -1.85 -1.29 -1.90
O 3.98 3.13 -0.40
O 2.86 2.25 -2.06
O -1.68 -1.17 0.31
I 3.05 -1.67 2.29
I 0.22 2.53 3.09
H 1.69 0.51 -1.73
H -4.11 1.22 -0.02
H -2.43 1.39 0.29
H -2.94 0.87 -1.12
H 0.63 -2.64 -0.60
H 0.54 -1.47 -1.96
H 0.76 -0.30 2.00
H 0.58 -2.01 1.59
H -3.71 -1.39 -0.41
H -3.39 -0.74 1.42
H 2.91 1.40 1.06
```

Summary:
HOMO level (spin up / spin down)	-0.2942 / -0.2939	Ha
calculated total energy	-1262.2930	hartree
ΔE to the lowest compared entry with this formula, charge and spin	48.4	kcal/mol
LUMO level (spin up / spin down)	-4.27 / -4.27	eV

=====

Entry 7:
Here is the molecule C8H11IS in a non-equilibrium geometry from the OMol25 dataset. Energies are from wB97M-V/def2-TZVPD.

```
21
C8H11IS, DFT wB97M-V/def2-TZVPD
C 3.08 2.17 0.00
C 1.89 2.22 -0.69
C 3.47 1.23 0.91
C 0.09 0.34 0.26
C -2.13 0.34 -0.45
C -1.36 -1.24 1.51
C -0.65 -1.78 -0.88
C -0.96 -0.66 0.17
S 0.89 0.84 -1.04
I 3.56 -0.79 0.53
H 3.47 3.09 0.34
H 1.79 3.10 -1.33
H -3.16 -0.11 -0.20
H -2.03 1.26 0.13
H -2.07 0.52 -1.66
H -0.84 -2.14 1.78
H -1.16 -0.59 2.40
H -2.45 -1.55 1.60
H -0.17 -2.61 -0.34
H -1.40 -2.16 -1.46
H 0.13 -1.46 -1.59
```

Summary:
HOMO level (spin up / spin down)	-0.2915 / -0.2866	Ha
calculated total energy	-1007.0149	hartree
ΔE to the lowest compared entry with this formula, charge and spin	154.1	kcal/mol
LUMO level (spin up / spin down)	-1.33 / -1.19	eV

=====

Entry 8:
Here is a structure of composition C8H11KN3 from the OMol25 dataset. Energies are from wB97M-V/def2-TZVPD.

```
23
C8H11KN3, DFT wB97M-V/def2-TZVPD
K 0.02 0.53 -0.24
N -0.14 -1.90 2.51
C -0.12 -0.66 3.10
C -0.08 -0.56 4.50
C -0.02 0.69 5.07
C -0.01 1.82 4.25
C -0.05 1.62 2.89
N -0.10 0.41 2.30
H -0.33 -2.70 3.10
H -0.44 -1.98 1.56
H -0.10 -1.45 5.10
H 0.00 0.80 6.14
H 0.03 2.82 4.65
H -0.04 2.47 2.21
C 0.44 -0.96 -5.87
C -0.08 0.37 -5.32
C -0.08 0.39 -3.87
N -0.06 0.38 -2.72
H 0.42 -0.93 -6.96
H -0.18 -1.79 -5.54
H 1.47 -1.14 -5.55
H -1.10 0.56 -5.66
H 0.53 1.20 -5.67
```

Summary:
HOMO level	-0.4243	Ha
calculated total energy	-1075.4943	hartree
ΔE to the lowest compared entry with this formula, charge and spin	3.5	kcal/mol
LUMO level	-2.92	eV
charge	+1

=====

Entry 9:
Here is a structure of composition C8H11N in a non-equilibrium geometry from the OMol25 dataset. Energies are from wB97M-V/def2-TZVPD.

```
20
C8H11N, DFT wB97M-V/def2-TZVPD
C -0.63 0.85 0.24
C 0.45 -0.95 -0.84
C 1.41 -0.64 0.16
C -0.12 -0.48 0.50
C 0.72 0.43 -1.38
C -1.74 1.57 1.00
C -0.60 -1.29 1.66
C 1.62 0.66 -2.55
N -0.06 1.35 -0.82
H 0.13 -1.79 -1.33
H 2.14 -1.35 0.54
H -1.45 1.53 2.07
H -2.85 1.37 0.75
H -1.65 2.63 0.79
H -0.77 -2.24 1.10
H -1.48 -0.94 2.21
H 0.22 -1.44 2.32
H 2.30 -0.21 -2.56
H 2.30 1.58 -2.51
H 0.98 0.91 -3.52
```

Summary:
HOMO level	-0.2900	Ha
calculated total energy	-366.0255	hartree
ΔE to the lowest compared entry with this formula, charge and spin	70.7	kcal/mol
LUMO level	0.82	eV

=====

Entry 10:
Here is the molecule C8H11N in a non-equilibrium geometry from the OMol25 dataset. Energies are from wB97M-V/def2-TZVPD.

```
20
C8H11N, DFT wB97M-V/def2-TZVPD
C 0.90 0.94 0.49
C 0.67 -0.35 0.33
C -0.85 1.13 0.41
C -1.94 -0.76 -0.42
C -2.81 0.52 -0.43
C -0.80 -0.40 0.56
C 1.86 2.05 0.54
C 1.72 -1.33 -0.15
N -1.87 1.65 -0.01
H -2.49 -1.57 -0.17
H -1.68 -0.87 -1.54
H -3.17 0.81 -1.45
H -3.61 0.67 0.34
H -0.92 -0.58 1.63
H 1.90 2.71 1.45
H 1.63 2.77 -0.31
H 2.91 1.63 0.44
H 2.46 -0.58 -0.61
H 1.48 -2.08 -0.90
H 2.27 -1.85 0.71
```

Summary:
HOMO level	-0.3133	Ha
calculated total energy	-366.0403	hartree
SMILES	CC1=C(C)[C@@H]2CCN=C12
ΔE to the lowest compared entry with this formula, charge and spin	61.3	kcal/mol
LUMO level	0.92	eV

=====

Entry 11:
Here is the molecule C8H11N in a non-equilibrium geometry from the OMol25 dataset. Energies are from wB97M-V/def2-TZVPD.

```
20
C8H11N, DFT wB97M-V/def2-TZVPD
C 2.38 0.17 0.12
C 0.27 -1.11 1.57
C 1.02 0.06 0.52
C -0.18 -0.87 0.14
C -0.30 0.62 0.01
C -0.30 -1.90 -0.94
C -0.32 1.23 -1.41
C -1.10 1.41 1.00
N 3.44 0.26 -0.29
H 1.12 -1.83 1.89
H -0.30 -0.65 2.33
H -0.64 -2.87 -0.64
H 0.80 -2.07 -1.34
H -0.99 -1.49 -1.68
H -1.17 1.84 -1.38
H -0.35 0.47 -2.24
H 0.54 1.88 -1.52
H -0.95 1.05 2.00
H -2.10 1.36 0.86
H -0.89 2.45 1.01
```

Summary:
HOMO level	-0.3349	Ha
calculated total energy	-366.0623	hartree
SMILES	CC1(C)[C@]2(C)C[C@]12C#N
ΔE to the lowest compared entry with this formula, charge and spin	47.5	kcal/mol
LUMO level	0.79	eV

=====

Entry 12:
Here is the ion C8H11N2 with charge +1 in a non-equilibrium geometry from the OMol25 dataset. Energies are from wB97M-V/def2-TZVPD.

```
21
C8H11N2, DFT wB97M-V/def2-TZVPD
C 3.10 -0.06 0.00
C 2.13 -1.09 0.38
C 2.44 1.09 -0.27
C 0.95 -0.44 0.39
C -0.23 1.51 -0.21
C -0.55 -0.65 0.50
C -1.20 -1.61 -0.60
C -2.52 1.04 0.28
N 1.14 0.86 0.06
N -1.13 0.72 0.26
H 4.13 -0.43 -0.03
H 2.24 -2.11 0.57
H 2.98 1.90 -0.63
H -0.24 2.43 -0.60
H -0.75 -0.94 1.46
H -0.98 -2.66 -0.16
H -0.86 -1.32 -1.53
H -2.22 -1.56 -0.68
H -2.84 0.51 1.24
H -3.14 0.64 -0.67
H -2.47 2.18 0.25
```

Summary:
HOMO level	-0.4670	Ha
calculated total energy	-420.6078	hartree
SMILES	C[C@H]1c2cccn2C=[N+]1C
ΔE to the lowest compared entry with this formula, charge and spin	57.8	kcal/mol
LUMO level	-4.69	eV
charge	+1

=====

Which of these has the highest calculated total energy? number 9